# 1
Entry from the Open Molecules 2025 dataset: a molecular structure, CH8AlN2O5 in a non-equilibrium geometry (wB97M-V/def2-TZVPD).

Geometry as XYZ:
```
17
Properties=species:S:1:pos:R:3:forces:R:3
Al 0.469814 0.255068 0.983695 6.1 -7.3 2.0
O 0.083584 -1.719632 1.890405 -3.3 1.7 -2.5
H -0.695786 -1.162732 2.082705 -0.8 -0.9 1.2
O 1.192174 0.056378 2.937785 -2.2 4.8 -0.4
H 1.431114 1.003678 2.945095 0.4 0.0 1.1
O 1.756324 -0.485342 -0.391575 -2.8 2.9 -0.4
H 1.599314 -0.339092 -1.344715 0.0 0.2 -1.5
O 2.236444 -1.248492 1.360125 2.7 -0.4 0.6
H 2.192124 -0.422512 1.880025 1.2 -1.4 0.1
C -1.138626 0.662668 -1.069685 -1.0 1.4 -1.5
O -0.740446 1.079828 0.009125 0.0 2.4 2.2
N -1.463566 1.466538 -2.108185 0.2 1.2 0.1
N -1.387996 -0.558392 -1.280385 -1.1 -3.8 -1.5
H -1.415696 1.037798 -3.021415 0.1 0.4 0.0
H -1.189626 2.433898 -2.011965 0.1 -0.2 -0.2
H -1.758126 -0.736092 -2.203165 0.1 -0.8 0.3
H -1.171026 -1.323572 -0.657875 0.4 -0.1 0.4
```
Positions in Å, forces in eV/Å.

Charge: -1
Energy relative to the best compared isomer or geometry (same formula, charge and spin) (eV): 0.000
HOMO-LUMO gap (eV): 3.369
Largest force on an atom (eV Å⁻¹): 9.7
HOMO level (eV): -0.912
2S+1: 1

# 2
Entry from the Open Molecules 2025 dataset: 2 unconnected molecules or ions with the total composition CH8FNSi2 in a non-equilibrium geometry (wB97M-V/def2-TZVPD).

Geometry as XYZ:
```
13
Properties=species:S:1:pos:R:3:forces:R:3
C -1.216682 -0.764052 0.847793 1.6 3.1 -0.6
N 1.834492 0.232664 0.713558 0.1 1.4 1.3
F -1.232697 -1.972203 0.284765 0.1 -3.3 -0.9
Si 2.867427 0.405626 -0.495732 -0.5 0.0 0.8
Si -2.060660 0.248143 -0.577006 1.5 1.0 3.0
H -0.118086 -0.513428 1.122348 -2.0 -0.1 -0.7
H -1.814228 -0.743573 1.695885 -1.1 -0.3 2.0
H 1.609100 0.825947 1.573670 0.9 -1.1 -2.0
H -3.156110 -0.342929 -1.135152 -2.0 -1.5 -0.9
H 3.929150 1.343205 -0.885504 0.1 0.4 0.3
H 2.831721 -0.583053 -1.533012 -0.2 -0.6 -0.4
H -0.976214 0.279584 -1.419664 1.6 0.3 -2.0
H -2.497217 1.584072 -0.191954 0.0 0.5 0.2
```
Positions in Å, forces in eV/Å.

SMILES string: FC[SiH3].N=[SiH2]
Energy relative to the best compared isomer or geometry (same formula, charge and spin) (eV): 3.155
HOMO-LUMO gap (eV): 9.652
Largest force on an atom (eV Å⁻¹): 3.5
HOMO level (eV): -9.732
2S+1: 1

# 3
Entry from the Open Molecules 2025 dataset: 2 unconnected molecules or ions with the total composition CH8FNSi2 in a non-equilibrium geometry (wB97M-V/def2-TZVPD).

Geometry as XYZ:
```
13
Properties=species:S:1:pos:R:3:forces:R:3
C 1.733213 -1.469586 -1.088146 1.7 -0.5 0.6
N -0.450776 -0.216816 1.217026 5.0 1.6 0.9
F 2.563267 -1.582804 -2.280979 -1.3 0.6 1.3
Si -1.668458 0.533153 0.377611 -3.1 1.0 -0.5
Si 1.791235 0.277761 -0.210374 -3.2 -1.5 0.5
H 2.326463 -2.072733 -0.330620 -1.1 0.1 -0.8
H 0.700724 -1.896606 -1.261977 1.3 0.7 0.1
H -0.114791 0.465498 1.968522 -0.5 -1.4 -0.9
H -1.635145 1.880123 -0.268018 0.6 -0.1 0.0
H -2.990179 0.646939 1.137922 0.7 0.1 0.2
H -2.115766 -0.425548 -0.574919 -0.1 -0.7 -1.3
H 1.475775 1.364308 -1.120703 0.0 0.4 -0.1
H 2.716118 0.639489 0.881155 0.1 -0.3 -0.2
```
Positions in Å, forces in eV/Å.

Energy relative to the best compared isomer or geometry (same formula, charge and spin) (eV): 3.373
HOMO-LUMO gap (eV): 8.168
Largest force on an atom (eV Å⁻¹): 5.3
HOMO level (eV): -9.295
2S+1: 1

# 4
Entry from the Open Molecules 2025 dataset: a molecular structure, CH8HfO3SSi2 in a non-equilibrium geometry (wB97M-V/def2-TZVPD).

Geometry as XYZ:
```
16
Properties=species:S:1:pos:R:3:forces:R:3
O 0.989341 -1.744371 -0.496230 -1.5 -1.2 -0.2
S 1.916360 -0.815212 -0.059227 0.0 0.9 -0.8
O 2.589779 -1.140474 1.333039 1.4 2.2 -0.2
C 1.267991 0.888512 0.095310 1.3 -0.8 0.2
Si -0.711925 1.053771 0.078084 -1.1 0.9 -0.4
O -1.453254 0.133896 -1.151330 -0.5 -0.4 1.8
Si -2.812610 -0.836389 -0.683258 1.3 -0.9 -0.9
H 2.948507 -0.774379 -0.968754 0.1 0.1 0.3
H 1.682996 1.474185 -0.743985 -0.1 -0.1 0.0
H 1.638099 1.338529 1.065983 -0.5 -0.1 -0.3
H -0.980641 2.493121 -0.246100 0.3 -0.2 -0.3
H -1.302126 0.815021 1.402309 0.3 -0.4 0.1
H -4.052138 0.055161 -0.449319 -0.5 0.5 0.1
H -2.427888 -1.423244 0.640451 -0.1 0.4 0.3
H -3.140591 -1.854653 -1.712747 -0.2 0.3 -0.5
Hf 3.848101 0.336528 1.895775 -0.2 -1.1 0.8
```
Positions in Å, forces in eV/Å.

Charge: +4
HOMO-LUMO gap (eV): 2.086
Largest force on an atom (eV Å⁻¹): 2.6
HOMO level (eV): -24.238
2S+1: 1

# 5
Entry from the Open Molecules 2025 dataset: a molecular structure, CH8N2O2 in a non-equilibrium geometry (wB97M-V/def2-TZVPD).

Geometry as XYZ:
```
13
Properties=species:S:1:pos:R:3:forces:R:3
N 0.375484 -0.443805 -0.701354 0.7 1.2 0.3
C 1.370314 -1.064667 0.089689 0.0 -0.5 -0.2
N 2.444054 -0.299979 0.449774 0.4 1.0 0.2
H 0.526540 -0.429349 -1.704963 -0.4 -0.2 -0.1
H 0.224957 0.506788 -0.341345 -0.9 0.1 -0.3
H 0.897466 -1.328347 1.061548 0.0 -0.7 -0.3
H 1.785688 -1.964174 -0.429006 -0.3 -0.2 0.5
H -2.984085 -0.475410 0.995940 0.4 0.2 -0.2
H -1.908810 0.894418 0.306638 0.3 0.3 -0.4
O -2.064669 -0.207722 0.829750 -0.1 -0.7 0.4
H 2.701986 0.410522 -0.258683 -0.3 -0.4 0.0
H -1.923616 2.599466 -0.030055 0.1 0.0 0.0
O -1.445315 1.802264 -0.267930 0.1 -0.2 0.0
```
Positions in Å, forces in eV/Å.

Energy relative to the best compared isomer or geometry (same formula, charge and spin) (eV): 7.460
HOMO-LUMO gap (eV): 3.882
Largest force on an atom (eV Å⁻¹): 1.4
HOMO level (eV): -8.378
2S+1: 1

# 6
Entry from the Open Molecules 2025 dataset: 2 unconnected molecules or ions with the total composition CH8N2S2 in a non-equilibrium geometry (wB97M-V/def2-TZVPD).

Geometry as XYZ:
```
13
Properties=species:S:1:pos:R:3:forces:R:3
S 0.971398 -0.595401 1.751101 0.5 -0.3 -0.5
S -0.980512 0.108600 1.517135 -0.2 0.4 0.4
H 1.188600 -0.288887 3.033905 -0.5 0.1 0.1
H -1.170032 -0.487070 0.334461 0.1 -0.3 0.1
N 1.037495 0.956829 -1.786005 0.6 0.0 0.6
C 0.277166 -0.045488 -2.551646 -0.3 0.5 0.8
N -1.164741 0.036265 -2.283625 0.4 0.1 -0.5
H 1.894848 0.540275 -1.427870 0.1 0.1 -0.4
H 0.585327 1.229649 -0.918508 -0.4 0.0 -0.2
H 0.636359 -1.047463 -2.299816 0.0 0.0 -0.4
H 0.426551 0.215453 -3.598053 0.1 -0.6 -0.1
H -1.536658 0.706161 -2.945505 -0.3 0.0 0.2
H -1.308678 0.431487 -1.363101 -0.1 0.1 -0.1
```
Positions in Å, forces in eV/Å.

SMILES string: NCN.SS
Energy relative to the best compared isomer or geometry (same formula, charge and spin) (eV): 0.673
HOMO-LUMO gap (eV): 8.927
Largest force on an atom (eV Å⁻¹): 1.0
HOMO level (eV): -8.851
2S+1: 1

# 7
Entry from the Open Molecules 2025 dataset: a molecular structure, CH8N2Si in a non-equilibrium geometry (wB97M-V/def2-TZVPD).

Geometry as XYZ:
```
12
Properties=species:S:1:pos:R:3:forces:R:3
C -1.061421 -0.399286 -0.924880 1.2 3.7 1.3
N 0.749056 1.328058 -0.907240 -1.0 -4.5 2.1
N -0.220850 0.255685 0.154344 1.4 2.8 -4.0
Si 0.543723 -0.628036 1.420874 0.9 0.7 0.2
H -0.401089 -0.690382 -1.727103 -0.1 -0.3 -0.4
H -1.397463 -1.199270 -0.352071 -1.8 -1.7 0.1
H -1.783825 0.454306 -1.238472 0.7 -2.1 0.3
H 1.124428 2.001778 -0.297276 -0.1 1.4 0.6
H 0.070664 1.619663 -1.583997 -0.5 0.7 0.3
H 0.922477 0.192967 2.610798 -0.7 0.1 -0.2
H -0.395841 -1.707874 1.604446 -0.6 -0.4 0.4
H 1.850141 -1.227609 1.240576 0.6 -0.4 -0.6
```
Positions in Å, forces in eV/Å.

Energy relative to the best compared isomer or geometry (same formula, charge and spin) (eV): 2.622
HOMO-LUMO gap (eV): 9.771
Largest force on an atom (eV Å⁻¹): 5.1
HOMO level (eV): -8.866
2S+1: 1

# 8
Entry from the Open Molecules 2025 dataset: 2 unconnected molecules or ions with the total composition CH8N3Si in a non-equilibrium geometry (wB97M-V/def2-TZVPD).

Geometry as XYZ:
```
13
Properties=species:S:1:pos:R:3:forces:R:3
C -1.240694 -0.599143 -0.298600 4.0 2.7 3.3
N -1.032571 -1.908530 -0.288414 -3.0 1.1 -1.1
N -2.251624 0.227304 -0.487763 -0.5 -2.8 -0.7
N 1.255179 1.585010 0.576495 1.1 -1.5 -0.8
Si 2.812853 1.173627 0.615565 -0.9 -2.0 -1.1
H -1.780598 -2.503621 -0.619424 0.1 -0.3 0.0
H -0.148874 -2.356001 -0.198358 0.8 0.3 0.4
H -3.140639 -0.135452 -0.792589 -0.3 0.2 -0.2
H -2.097600 1.210945 -0.562452 0.3 0.4 0.3
H -0.372655 0.050603 0.233388 -1.1 -1.5 -1.8
H 3.924346 1.704408 1.377147 0.4 0.4 0.1
H 3.161444 -0.197107 -0.144010 -0.3 1.5 1.1
H 0.966084 2.512961 0.434752 -0.6 1.5 0.6
```
Positions in Å, forces in eV/Å.

Charge: +1
Energy relative to the best compared isomer or geometry (same formula, charge and spin) (eV): 3.755
HOMO-LUMO gap (eV): 9.495
Largest force on an atom (eV Å⁻¹): 5.8
HOMO level (eV): -12.897
2S+1: 1

# 9
Entry from the Open Molecules 2025 dataset: 3 unconnected molecules or ions with the total composition CH8N4 in a non-equilibrium geometry (wB97M-V/def2-TZVPD).

Geometry as XYZ:
```
13
Properties=species:S:1:pos:R:3:forces:R:3
N -0.346554 0.032607 0.032400 -0.4 1.7 -1.4
N -0.377526 -1.306577 -0.383675 1.3 -3.0 -1.2
N -1.586874 0.709493 -0.056337 0.2 -0.8 -0.1
H 0.119092 0.101749 1.584278 3.2 -0.7 1.8
H -2.181482 0.287948 0.676025 0.2 0.4 -0.7
H -1.100451 -2.016942 -0.166407 -0.6 2.2 0.5
H 0.425493 -1.890113 -0.075114 0.1 1.6 -0.2
H -1.996650 0.535457 -0.988443 0.1 0.0 0.6
C 0.815342 0.809676 -0.400343 -0.1 -1.8 -1.3
N 1.780897 0.231639 -1.003679 -0.5 -0.6 1.4
H 2.691530 0.697650 -0.962237 -0.7 0.5 -0.4
H 0.824834 1.868526 -0.165939 -0.6 -0.1 0.6
H 0.932350 -0.061112 1.909472 -2.1 0.4 0.3
```
Positions in Å, forces in eV/Å.

Energy relative to the best compared isomer or geometry (same formula, charge and spin) (eV): 5.300
HOMO-LUMO gap (eV): 9.074
Largest force on an atom (eV Å⁻¹): 3.8
HOMO level (eV): -8.081
2S+1: 1

# 10
Entry from the Open Molecules 2025 dataset: a gas-phase ion, CH8N4P (charge +1) in a non-equilibrium geometry (wB97M-V/def2-TZVPD).

Geometry as XYZ:
```
14
Properties=species:S:1:pos:R:3:forces:R:3
C 1.224662 0.042833 0.094158 1.5 1.8 -0.7
N 1.776139 0.952732 0.915365 1.0 3.0 2.3
N 0.143213 0.372568 -0.816963 -1.4 4.1 0.2
N -1.850971 -0.565422 0.937990 0.5 0.3 -2.9
N 1.755363 -1.017512 -0.260140 0.9 -2.5 0.4
P -1.810649 0.520652 -0.313561 0.3 -1.4 -0.5
H 1.567594 1.970580 0.981396 -0.5 -1.5 -0.5
H 2.698682 0.840837 1.432019 -1.9 -0.7 -1.3
H 0.250977 1.316830 -1.342924 0.3 -1.8 1.2
H 0.304902 -0.338768 -1.475186 -0.2 -1.3 -1.5
H -2.056987 -0.258928 1.832886 -0.2 0.5 2.0
H -1.254872 -1.355485 0.792840 -0.2 -0.8 0.6
H 2.612409 -1.167290 0.280915 -0.3 -0.4 -0.3
H -1.981041 -0.443773 -1.416942 0.0 0.8 0.8
```
Positions in Å, forces in eV/Å.

Charge: +1
SMILES string: [H]/N=C(\N)[NH2+]PN
Energy relative to the best compared isomer or geometry (same formula, charge and spin) (eV): 1.699
HOMO-LUMO gap (eV): 10.410
Largest force on an atom (eV Å⁻¹): 4.4
HOMO level (eV): -14.168
2S+1: 1